1.
{"formula": "C2HNO2S", "method": "ωB97M-V/def2-TZVPD", "species": ["C", "C", "N", "O", "O", "S", "H"], "xyz": [[-1.76667, -0.51003, -0.31472], [1.39771, 0.97945, 0.36093], [-1.56394, 0.38187, -1.04879], [1.33222, 2.10048, 0.67258], [1.40627, -0.19591, 0.27376], [1.13408, -1.65341, -0.46031], [-1.93968, -1.10246, 0.51654]], "energy_ev": -18506.39654, "relative_energy_ev": 4.4220}

2.
{"formula": "CH2INO", "method": "ωB97M-V/def2-TZVPD", "species": ["C", "N", "O", "I", "H", "H"], "xyz": [[-0.34402, -0.85930, -0.96017], [0.02510, 1.04804, 1.01805], [0.88661, 0.93909, 1.84409], [0.52883, 1.00023, -1.06937], [-1.38175, -0.69300, -0.57194], [0.28522, -1.43507, -0.26067]], "energy_ev": -12701.50235, "relative_energy_ev": 6.5847}

3.
{"formula": "C5H3N", "method": "ωB97M-V/def2-TZVPD", "species": ["C", "C", "C", "C", "C", "N", "H", "H", "H"], "xyz": [[0.96487, 0.00365, -0.00959], [0.16474, -1.15151, -0.00192], [-1.15116, 0.85770, 0.00042], [0.18333, 1.15136, 0.00030], [-1.18058, -0.96072, 0.00393], [-2.14887, 0.08292, 0.00058], [2.04698, 0.00427, -0.02542], [0.56504, -2.15080, 0.01375], [0.55565, 2.16315, 0.01795]], "energy_ev": -6718.63333, "relative_energy_ev": 2.0899, "smiles": "c1cc2nc-2c1"}

4.
{"formula": "C22H79BF3GaN32O17P", "method": "ωB97M-V/def2-TZVPD", "species": ["C", "C", "P", "C", "C", "Ga", "B", "C", "O", "C", "F", "F", "F", "H", "H", "H", "H", "H", "H", "H", "H", "H", "H", "H", "H", "H", "H", "H", "C", "O", "N", "N", "H", "H", "H", "H", "C", "O", "N", "N", "H", "H", "H", "H", "C", "O", "N", "N", "H", "H", "H", "H", "C", "O", "N", "N", "H", "H", "H", "H", "C", "O", "N", "N", "H", "H", "H", "H", "C", "O", "N", "N", "H", "H", "H", "H", "C", "O", "N", "N", "H", "H", "H", "H", "C", "O", "N", "N", "H", "H", "H", "H", "C", "O", "N", "N", "H", "H", "H", "H", "C", "O", "N", "N", "H", "H", "H", "H", "C", "O", "N", "N", "H", "H", "H", "H", "C", "O", "N", "N", "H", "H", "H", "H", "C", "O", "N", "N", "H", "H", "H", "H", "C", "O", "N", "N", "H", "H", "H", "H", "C", "O", "N", "N", "H", "H", "H", "H", "C", "O", "N", "N", "H", "H", "H", "H"], "xyz": [[-3.30679, -1.12342, -0.15678], [-1.71817, -1.08345, -0.06628], [-1.22444, 0.66994, -0.53632], [0.63110, 0.84978, -0.81536], [0.83759, 1.28787, -2.33958], [-2.05733, 2.31033, 0.90292], [-0.88183, 2.70015, 2.57769], [-1.53471, 2.62921, 4.07162], [0.52162, 3.06990, 2.48829], [-2.19336, 4.06737, -0.22810], [-1.67265, 5.17090, 0.42293], [-1.44266, 3.85524, -1.40146], [-3.49704, 4.27083, -0.66874], [-3.70126, -0.32413, 0.51820], [-3.54533, -0.85112, -1.21802], [-3.72400, -2.11102, 0.09983], [-1.36662, -1.73968, -0.89948], [-1.35983, -1.43509, 0.92544], [1.10627, 1.65498, -0.19894], [1.20995, -0.09288, -0.65673], [-0.04998, 0.93227, -2.91947], [1.76792, 0.87009, -2.78391], [0.80623, 2.40333, -2.39650], [-3.55199, 1.90102, 1.32459], [-1.81366, 3.65117, 4.44882], [-2.45776, 2.00877, 3.99575], [-0.84380, 2.18234, 4.82969], [1.00418, 2.29158, 2.18779], [4.03054, 1.62739, -4.77822], [4.18642, 1.13886, -3.66580], [3.95620, 0.86648, -5.90211], [3.91806, 2.96953, -4.97945], [3.82982, 1.24302, -6.82140], [4.03333, -0.13306, -5.78682], [3.96564, 3.56144, -4.17030], [3.78853, 3.38983, -5.87959], [2.93646, 6.01558, 1.13903], [3.47006, 6.62840, 0.21776], [3.54453, 5.83684, 2.34608], [1.70379, 5.46276, 1.03792], [3.12768, 5.33903, 3.11042], [4.45962, 6.23076, 2.46100], [1.22301, 5.57171, 0.16529], [1.25349, 4.95418, 1.78263], [-1.03813, -4.80839, -0.75667], [-1.65417, -3.96373, -0.12676], [-1.48146, -5.30413, -1.94888], [0.14559, -5.32419, -0.32826], [-0.98956, -5.99651, -2.48195], [-2.35047, -4.94470, -2.29846], [0.50260, -4.98009, 0.54361], [0.67232, -6.01892, -0.83290], [4.25494, -2.80948, -4.21607], [4.83300, -2.17531, -5.09343], [4.78249, -2.98999, -2.97689], [3.03869, -3.38581, -4.41154], [4.32803, -3.50549, -2.24703], [5.67907, -2.57445, -2.79366], [2.61774, -3.27231, -5.31502], [2.54836, -3.90697, -3.70853], [3.12946, -8.05211, -1.09583], [2.14707, -7.57264, -1.65327], [3.35658, -7.89409, 0.23085], [4.06870, -8.77677, -1.76860], [4.15142, -8.27085, 0.70939], [2.67274, -7.35942, 0.75960], [3.92776, -8.90923, -2.75320], [4.87853, -9.17617, -1.33570], [-6.92152, 2.35888, -0.82448], [-6.60373, 1.51582, 0.00628], [-8.04070, 2.24169, -1.58665], [-6.18382, 3.48435, -1.04834], [-8.32637, 2.91537, -2.26991], [-8.60825, 1.42901, -1.44151], [-5.34586, 3.60489, -0.49857], [-6.43026, 4.18724, -1.71845], [1.16801, 5.91243, -3.85012], [1.71906, 6.52765, -4.75688], [1.74351, 5.73352, -2.62926], [-0.06446, 5.35520, -3.98266], [1.30693, 5.23200, -1.87890], [2.65422, 6.13220, -2.48374], [-0.52430, 5.46294, -4.86694], [-0.53113, 4.84724, -3.24893], [2.58142, -6.55577, 3.47545], [2.15945, -7.29214, 2.58521], [2.65946, -6.95248, 4.77392], [3.00039, -5.28912, 3.24074], [2.99808, -6.36677, 5.51406], [2.35594, -7.88445, 4.98806], [2.95468, -4.96046, 2.29384], [3.34720, -4.66875, 3.95885], [7.08344, 3.37462, -1.01143], [8.17318, 3.77253, -0.61720], [5.94157, 4.10135, -0.87234], [6.92112, 2.16662, -1.62168], [5.04081, 3.79036, -1.18784], [6.01762, 4.99828, -0.42644], [7.74123, 1.59920, -1.74451], [6.03479, 1.82176, -1.95267], [-11.39184, 1.90085, -0.14673], [-10.85349, 2.49455, -1.06816], [-10.79542, 1.75050, 1.06626], [-12.63192, 1.34172, -0.25695], [-11.21473, 1.26964, 1.83870], [-9.88018, 2.15477, 1.18157], [-13.09937, 1.43565, -1.13951], [-13.09072, 0.85161, 0.48671], [7.43832, -1.05810, 0.54411], [7.18817, -1.48063, -0.57663], [7.43535, 0.26534, 0.84187], [7.74066, -1.88631, 1.58662], [7.63688, 0.63270, 1.75184], [7.21465, 0.90637, 0.09312], [7.75204, -2.87241, 1.40049], [7.94991, -1.56367, 2.51137], [8.39393, -5.13151, -4.29917], [9.44517, -5.74095, -4.15043], [7.97186, -4.17300, -3.43301], [7.55482, -5.36152, -5.34735], [7.11389, -3.66609, -3.54053], [8.56190, -3.97134, -2.64668], [7.83125, -6.06187, -6.00961], [6.68991, -4.87140, -5.48747], [4.36627, -2.40318, 5.72820], [3.71174, -3.29500, 5.20253], [4.34340, -2.17528, 7.06747], [5.16609, -1.56858, 5.01358], [4.86874, -1.45134, 7.51878], [3.76054, -2.77324, 7.62442], [5.20370, -1.70847, 4.01960], [5.70847, -0.83165, 5.42170], [-7.52510, 5.47293, 2.48475], [-8.64415, 5.00104, 2.33186], [-6.45440, 5.06226, 1.75971], [-7.25882, 6.44760, 3.40188], [-5.52742, 5.43133, 1.86916], [-6.61504, 4.34292, 1.07425], [-8.02642, 6.77323, 3.95991], [-6.35036, 6.84722, 3.54280], [-6.39530, 1.84184, 5.16076], [-6.21341, 1.35562, 6.27052], [-6.52607, 1.08338, 4.03889], [-6.47919, 3.18590, 4.95633], [-6.67030, 1.46260, 3.11924], [-6.46556, 0.08810, 4.14969], [-6.38279, 3.77830, 5.75919], [-6.62997, 3.60395, 4.05744], [-6.97430, -2.86070, 0.06293], [-5.87657, -2.48221, 0.42493], [-8.09726, -2.10481, 0.22918], [-7.17334, -4.06965, -0.54070], [-9.01186, -2.39220, -0.06089], [-7.98243, -1.20618, 0.66634], [-6.36608, -4.64960, -0.67841], [-8.06784, -4.39993, -0.84730]], "energy_ev": -177099.18849, "relative_energy_ev": 0.8679, "charge": -1}

5.
{"formula": "C2H10NO", "method": "ωB97M-V/def2-TZVPD", "species": ["C", "O", "H", "H", "H", "H", "C", "N", "H", "H", "H", "H", "H", "H"], "xyz": [[2.07618, 1.40718, -0.85679], [1.07759, 0.45351, -0.60240], [0.62226, 0.26004, -1.46815], [1.88905, 2.42097, -0.27837], [3.05994, 0.96663, -0.65557], [1.98561, 1.93563, -1.90031], [-1.65759, -1.59113, 0.51650], [-1.06814, -0.21713, 0.92840], [-1.38655, -0.11708, 1.90983], [0.04487, -0.42431, 0.81708], [-1.37966, 0.62987, 0.34690], [-1.97383, -1.60358, -0.57163], [-2.43916, -1.78719, 1.24859], [-0.85057, -2.33342, 0.56594]], "energy_ev": -5769.22174, "relative_energy_ev": 1.5033, "multiplicity": 2}

Copy entry 3 word for word.
{"formula": "C5H3N", "method": "ωB97M-V/def2-TZVPD", "species": ["C", "C", "C", "C", "C", "N", "H", "H", "H"], "xyz": [[0.96487, 0.00365, -0.00959], [0.16474, -1.15151, -0.00192], [-1.15116, 0.85770, 0.00042], [0.18333, 1.15136, 0.00030], [-1.18058, -0.96072, 0.00393], [-2.14887, 0.08292, 0.00058], [2.04698, 0.00427, -0.02542], [0.56504, -2.15080, 0.01375], [0.55565, 2.16315, 0.01795]], "energy_ev": -6718.63333, "relative_energy_ev": 2.0899, "smiles": "c1cc2nc-2c1"}